No. 1
C12H32ClINO9P2 | ωB97M-V/def2-TZVPD

CARTESIAN COORDINATES (ANGSTROEM)
O (0.468, 2.265, 2.623)
N (-0.364, 2.091, 1.581)
C (-1.826, 1.939, 2.049)
C (-2.456, 3.359, 2.619)
C (-2.053, 3.701, 4.171)
Cl (-2.126, 5.566, 4.336)
C (-0.041, 0.870, 0.734)
C (1.558, 0.537, 0.596)
C (1.891, -0.888, 1.335)
I (3.360, -0.457, 2.959)
H (1.036, 3.054, 2.378)
H (-0.278, 2.931, 0.954)
H (-2.426, 1.519, 1.106)
H (-1.880, 1.061, 2.856)
H (-2.264, 4.273, 1.876)
H (-3.639, 3.206, 2.607)
H (-2.839, 3.229, 4.914)
H (-0.980, 3.366, 4.495)
H (-0.514, 1.003, -0.350)
H (-0.639, -0.034, 1.233)
H (1.779, 0.406, -0.570)
H (2.278, 1.386, 0.961)
H (2.455, -1.645, 0.624)
H (0.970, -1.400, 1.852)
C (0.627, -7.559, -0.244)
O (1.147, -6.265, -0.475)
P (1.388, -5.304, 0.796)
O (1.799, -3.901, 0.467)
O (2.451, -6.123, 1.685)
C (3.717, -6.380, 1.112)
O (0.019, -5.442, 1.632)
C (-0.028, -4.814, 2.894)
H (1.147, -8.269, -0.894)
H (0.761, -7.875, 0.793)
H (-0.438, -7.565, -0.488)
H (3.901, -5.756, 0.232)
H (3.763, -7.433, 0.823)
H (4.490, -6.181, 1.858)
H (0.913, -4.941, 3.434)
H (-0.828, -5.274, 3.479)
H (-0.244, -3.748, 2.772)
C (-0.587, 5.809, -3.862)
O (-0.793, 4.848, -2.847)
P (-1.319, 3.386, -3.279)
O (-1.657, 2.468, -2.144)
O (-0.159, 2.848, -4.256)
C (1.130, 2.679, -3.701)
O (-2.532, 3.710, -4.287)
C (-3.121, 2.616, -4.955)
H (0.332, 6.360, -3.644)
H (-0.490, 5.350, -4.848)
H (-1.429, 6.506, -3.871)
H (1.109, 2.688, -2.607)
H (1.773, 3.489, -4.055)
H (1.540, 1.725, -4.043)
H (-2.364, 1.899, -5.282)
H (-3.648, 2.992, -5.835)
H (-3.840, 2.119, -4.295)

Its HOMO-LUMO gap is 8.6 eV. The calculation puts the largest force on an atom at 3.63 eV Å⁻¹. The electronic energy is -72075.3879 eV. Its molar mass is 558.7 u. As for the charge: +1.

=====

No. 2
C33H53N4NiO2P2 | ωB97M-V/def2-TZVPD

CARTESIAN COORDINATES (ANGSTROEM)
C (-0.640, 2.266, 2.266)
C (-2.519, 1.563, 1.066)
C (-1.442, 3.035, 3.113)
C (-3.377, 2.350, 1.839)
C (-2.816, 3.077, 2.902)
H (-0.964, 3.597, 3.918)
H (-4.441, 2.383, 1.600)
H (-3.460, 3.689, 3.532)
N (-1.219, 1.453, 1.377)
P (1.578, 1.729, 0.640)
P (-2.203, -0.966, -0.207)
C (0.879, 2.282, 2.285)
H (1.208, 3.288, 2.583)
H (1.237, 1.593, 3.064)
C (-2.913, 0.794, -0.178)
H (-4.002, 0.786, -0.268)
C (-2.834, -1.671, -1.886)
C (-3.110, -1.878, 1.168)
C (1.626, 3.332, -0.381)
C (3.347, 1.164, 1.054)
C (-1.666, -1.595, -2.880)
H (-0.793, -2.147, -2.508)
H (-1.989, -2.056, -3.827)
H (-1.353, -0.564, -3.080)
C (-3.230, -3.152, -1.774)
H (-2.408, -3.775, -1.403)
H (-4.121, -3.308, -1.157)
H (-3.476, -3.509, -2.786)
C (-4.033, -0.884, -2.450)
H (-4.327, -1.373, -3.391)
H (-4.912, -0.895, -1.794)
H (-3.788, 0.156, -2.690)
C (-2.414, -3.259, 1.265)
H (-1.355, -3.215, 0.963)
H (-2.430, -3.599, 2.311)
H (-2.927, -4.016, 0.664)
C (-2.920, -1.149, 2.506)
H (-1.863, -0.955, 2.714)
H (-3.470, -0.202, 2.535)
H (-3.304, -1.797, 3.310)
C (-4.621, -1.975, 0.869)
H (-4.946, -1.422, -0.020)
H (-4.935, -3.020, 0.762)
H (-5.195, -1.563, 1.712)
C (4.116, 0.861, -0.238)
H (5.022, 0.294, 0.024)
H (3.519, 0.229, -0.909)
H (4.443, 1.765, -0.762)
C (3.264, -0.143, 1.849)
H (2.773, -0.018, 2.819)
H (2.755, -0.921, 1.276)
H (4.287, -0.499, 2.041)
C (4.115, 2.184, 1.908)
H (4.919, 1.653, 2.438)
H (4.600, 2.958, 1.308)
H (3.491, 2.667, 2.670)
C (0.203, 3.882, -0.570)
H (0.279, 4.907, -0.968)
H (-0.324, 3.286, -1.325)
H (-0.384, 3.893, 0.359)
C (2.165, 3.023, -1.787)
H (1.560, 2.237, -2.260)
H (2.082, 3.938, -2.393)
H (3.215, 2.715, -1.806)
C (2.457, 4.425, 0.303)
H (2.110, 4.632, 1.322)
H (3.531, 4.216, 0.323)
H (2.324, 5.348, -0.279)
Ni (-0.066, 0.259, -0.127)
C (0.191, -1.328, 1.639)
O (0.572, -1.755, 2.635)
N (-0.921, 1.145, -1.580)
C (-2.153, 1.476, -1.404)
C (-2.871, 2.463, -2.265)
C (-2.313, 2.755, -3.521)
C (-4.061, 3.083, -1.852)
C (-3.002, 3.587, -4.409)
H (-1.350, 2.306, -3.782)
C (-4.736, 3.933, -2.732)
H (-4.458, 2.915, -0.848)
C (-4.212, 4.170, -4.010)
H (-2.589, 3.786, -5.401)
H (-5.663, 4.410, -2.413)
H (-4.743, 4.822, -4.700)
C (1.960, -4.158, -0.253)
N (2.326, -3.617, -1.540)
C (2.285, -2.289, -1.786)
N (2.604, -1.957, -3.082)
O (2.019, -1.440, -0.919)
H (0.899, -3.975, -0.021)
H (2.548, -3.697, 0.554)
H (2.146, -5.234, -0.268)
H (2.554, -4.214, -2.325)
H (2.409, -1.000, -3.337)
H (2.502, -2.679, -3.780)

Its HOMO-LUMO gap (alpha / beta) is 7.6 / 7.9 eV. The calculation puts the largest force on an atom at 3.45 eV Å⁻¹. The electronic energy is -104753.4706 eV. As for the expectation value of S²: 2.01. As for the energy above the lowest of the compared OMol25 structures with the same formula, charge and spin: 0.0 kcal per mole. Its molar mass is 658.5 u. As for the charge: +1. Its spin multiplicity is 3.

=====

No. 3
C3H8O2Y | ωB97M-V/def2-TZVPD

CARTESIAN COORDINATES (ANGSTROEM)
C (-1.847, 0.227, 0.506)
C (-0.811, -0.783, 0.820)
O (-0.573, -1.760, 0.065)
Y (-1.559, -3.398, -1.242)
H (-2.260, 0.100, -0.501)
H (-1.438, 1.236, 0.639)
H (-2.655, 0.093, 1.244)
H (-0.404, -0.809, 1.843)
O (1.962, -0.058, 0.019)
H (1.338, -0.711, -0.483)
C (2.033, 1.207, -0.608)
H (2.998, 1.649, -0.333)
H (1.985, 1.129, -1.704)
H (1.230, 1.877, -0.264)

Its HOMO-LUMO gap (alpha / beta) is 5.6 / 5.6 eV. The calculation puts the largest force on an atom at 3.50 eV Å⁻¹. The electronic energy is -8357.6277 eV. As for the expectation value of S²: 0.75. Its molar mass is 165.0 u. As for the charge: +2. Its spin multiplicity is 2.

=====

No. 4
C3H3N3O | ωB97M-V/def2-TZVPD

CARTESIAN COORDINATES (ANGSTROEM)
O (-0.320, 0.889, -2.538)
C (-0.575, 0.156, -1.568)
C (-0.123, 0.096, -0.046)
C (-0.444, -0.795, 0.897)
N (0.477, -0.837, 1.878)
N (1.306, 0.198, 1.693)
N (0.836, 0.861, 0.568)
H (-1.368, -0.662, -1.634)
H (-1.240, -1.582, 0.464)
H (1.451, 1.676, 0.286)

Its HOMO-LUMO gap is 10.0 eV. The calculation puts the largest force on an atom at 5.31 eV Å⁻¹. The electronic energy is -9674.4972 eV. As for the energy above the lowest of the compared OMol25 structures with the same formula, charge and spin: 68.2 kcal per mole. Its molar mass is 97.1 u. As for the SMILES: O=Cc1cnn[nH]1.